1.
# C31H48CdCl2N3O4Si

A molecular structure, C31H48CdCl2N3O4Si in a non-equilibrium geometry (ωB97M-V/def2-TZVPD, the Open Molecules 2025 dataset).

Computed properties:
2S+1 = 1
E_tot = -83071.608 eV
HOMO energy = -3.037 eV
Energy relative to the best compared isomer or geometry (same formula, charge and spin) = 286.7 kJ/mol
Net charge = -1
HOMO-LUMO gap = 5.13 eV

Each line ends with the Mulliken charge.
Positions of all 90 atoms, in Å:
C -4.15654 -4.44100 -0.13464  -1.440
C -4.02674 -3.05126 -0.65964  0.345
H -5.03498 -4.94171 -0.55828  0.464
H -4.23185 -4.43167 0.96174  0.098
H -3.24388 -5.00473 -0.38058  0.317
C -4.95451 -2.44324 -1.41824  0.509
C -6.26757 -3.03344 -1.81865  -1.682
H -4.76645 -1.44400 -1.81113  0.274
H -6.77793 -3.53743 -0.98962  0.368
H -6.14641 -3.74807 -2.64120  0.296
H -6.91534 -2.23073 -2.18277  0.382
Cd 1.40807 0.35185 0.33576  1.557
Cl -0.74218 -1.10588 2.65734  0.052
C -0.13447 3.61689 -2.13237  0.127
O -1.02605 4.19911 -1.55144  -0.663
N 0.39572 3.88999 -3.32718  0.307
C 0.50531 5.28904 -3.74309  -1.087
C 0.84085 2.86241 -4.27335  -0.993
H 0.56115 2.56871 -1.54720  0.467
H 0.79374 5.91830 -2.89309  0.325
H -0.45250 5.63994 -4.14266  0.274
H 1.26411 5.34524 -4.52663  0.411
H 0.53583 1.87261 -3.91250  0.225
H 1.93824 2.88552 -4.38859  0.328
H 0.37325 3.06002 -5.25188  0.393
H 4.90789 2.45807 1.59472  0.235
H 6.65426 0.32829 0.93386  0.198
C 4.80248 1.88047 2.52229  -0.843
C 6.35629 0.00635 1.94320  -0.712
N 5.00772 0.45981 2.26885  0.177
H 3.80666 2.03327 2.94351  0.245
C 3.96616 -0.35792 2.12976  0.278
O 2.77068 0.05022 2.10586  -0.949
H 6.36470 -1.08956 1.98677  0.279
H 4.22481 -1.42141 1.99478  0.359
H 5.56549 2.21334 3.22936  0.359
H 7.06629 0.42153 2.66806  0.297
H -3.23412 0.08675 2.09319  0.186
H -4.45400 2.75766 0.61963  0.292
C -3.14017 1.07349 2.56907  -1.006
C -3.66037 3.15389 1.27052  -0.969
N -2.70412 2.10098 1.62036  0.349
H -2.42050 0.98122 3.38513  0.381
C -1.44926 2.15415 1.13445  -0.059
O -0.59085 1.27411 1.34736  -0.363
H -3.12652 3.94654 0.73582  0.312
H -1.22426 3.04705 0.51550  0.144
H -4.10936 1.38290 2.97375  0.356
H -4.11759 3.56252 2.18129  0.385
O -2.73513 -2.32159 1.19912  -0.605
C -2.77217 -2.32594 -0.12881  -0.705
C -3.10703 0.18642 -0.88390  0.096
C -2.49425 -1.05420 -1.03941  0.671
H -3.72723 0.36363 -0.00418  0.651
C -2.98767 1.16585 -1.88012  -0.506
H -1.91667 -2.98849 -0.37163  0.097
C -1.75046 -1.27581 -2.19997  -0.703
H -3.42621 2.15371 -1.72446  0.204
C -2.32835 0.89484 -3.07933  -0.586
C -1.69101 -0.33920 -3.23386  -0.818
H -1.23283 -2.22574 -2.30673  0.405
H -2.32539 1.63342 -3.88684  0.431
H -1.16385 -0.57064 -4.15952  0.376
Si -0.84737 -2.89997 3.67039  0.456
Cl 1.25584 -1.68488 -0.70148  -0.796
C -0.87643 -2.29800 5.44311  -1.111
C 0.87518 -3.57856 3.27975  -0.905
C -2.15883 -4.17463 3.44669  -0.817
H -0.41200 -1.30998 5.54070  0.241
H -0.32507 -3.01955 6.05417  0.365
H -1.91527 -2.24752 5.78513  0.249
H -3.07433 -3.84501 3.94524  0.270
H -1.81288 -5.08228 3.96142  0.437
H -2.38499 -4.41099 2.40600  0.020
H 0.82657 -4.48226 2.66191  0.298
H 1.39208 -3.84098 4.21300  0.330
H 1.50307 -2.85447 2.74128  0.024
C 1.55431 2.01010 -1.12242  -1.657
C 2.77881 1.92862 -1.38424  0.376
C 4.04199 1.39708 -1.69875  0.753
C 4.11586 0.06567 -2.17017  -0.113
C 5.33797 -0.51359 -2.48590  -0.712
C 6.51381 0.22773 -2.31030  -0.301
C 6.45601 1.55207 -1.84673  -0.630
C 5.22756 2.14482 -1.56100  -0.404
H 3.18421 -0.49634 -2.26845  0.403
H 5.37365 -1.53864 -2.86038  0.408
H 7.47847 -0.23651 -2.53905  0.361
H 7.38279 2.12229 -1.70546  0.342
H 5.16606 3.17933 -1.23202  0.514

Atomic forces in eV per Å
C -0.21 -0.20 0.14
C -0.21 1.19 -0.30
H 0.22 -0.12 0.11
H -0.01 0.08 -0.25
H -0.22 0.03 0.00
C 0.62 -0.31 0.36
C -0.29 -0.03 -0.20
H 0.06 -0.20 0.21
H 0.04 0.03 -0.16
H -0.15 -0.05 0.04
H -0.12 -0.16 0.03
Cd -1.31 0.96 0.52
Cl 0.05 -0.07 0.28
C -0.19 -3.35 0.77
O 0.01 1.54 0.28
N 0.67 1.49 -1.33
C -0.50 -0.42 -0.33
C 0.23 0.33 0.62
H -2.64 2.02 -1.28
H -0.09 -0.15 -0.17
H 0.13 0.24 -0.04
H -0.02 0.15 0.08
H 0.05 0.28 -0.07
H -0.29 -0.07 -0.07
H 0.09 -0.17 0.28
H -0.10 -0.09 0.13
H -0.17 -0.05 0.22
C 0.05 -0.01 -0.20
C -0.13 -0.07 0.10
N 0.14 -0.03 0.04
H 0.19 -0.05 -0.15
C -1.81 0.82 -0.60
O 2.10 -0.71 0.50
H 0.16 0.28 -0.02
H -0.16 0.21 0.03
H -0.07 0.01 -0.02
H -0.12 -0.19 -0.09
H 0.08 0.09 0.06
H 0.17 0.07 0.17
C -0.02 -0.17 -0.19
C 0.33 -0.23 -0.07
N 0.31 0.67 0.07
H -0.03 0.04 -0.13
C 0.33 -0.64 -0.01
O -0.52 0.97 -0.09
H -0.19 -0.12 0.05
H -0.20 -0.37 0.07
H 0.16 -0.05 -0.09
H 0.11 -0.05 -0.19
O -1.31 1.13 0.98
C 1.15 -0.68 -0.77
C 0.14 0.09 -0.24
C -0.44 -0.71 0.41
H 0.21 -0.03 -0.20
C -0.13 0.01 0.16
H 0.21 -0.20 -1.17
C 0.02 0.19 -0.34
H 0.01 -0.23 -0.09
C 0.05 -0.05 0.11
C -0.15 0.08 0.32
H -0.13 0.08 0.00
H 0.10 -0.17 0.32
H -0.04 0.02 0.19
Si 1.09 0.73 -0.51
Cl 0.24 -1.22 -0.40
C -0.06 -0.20 0.19
C 0.21 -0.39 0.08
C -0.25 -0.29 0.08
H -0.08 -0.26 -0.04
H -0.14 0.08 0.22
H 0.13 0.05 0.15
H -0.03 -0.02 -0.18
H 0.00 0.06 0.03
H 0.08 0.26 0.07
H 0.00 0.06 0.06
H -0.02 -0.06 -0.11
H -0.35 -0.09 0.17
C 4.25 -1.64 1.47
C -2.39 0.05 0.21
C 1.13 -0.06 -0.47
C -0.10 0.00 -0.08
C 0.10 0.41 0.19
C 0.13 0.04 0.03
C 0.11 -0.26 -0.05
C 0.10 -0.42 -0.01
H 0.29 0.13 0.04
H 0.01 0.31 0.14
H -0.31 0.24 0.08
H -0.39 -0.23 -0.13
H 0.03 -0.16 -0.02

2.
# C31H48F3LuN11O3S

A molecular structure, C31H48F3LuN11O3S in a non-equilibrium geometry (ωB97M-V/def2-TZVPD, the Open Molecules 2025 dataset).

Computed properties:
2S+1 = 1
E_tot = -108065.015 eV
HOMO energy = -10.525 eV
Energy relative to the best compared isomer or geometry (same formula, charge and spin) = 208.1 kJ/mol
Net charge = +1
HOMO-LUMO gap = 8.48 eV

Each line ends with the Mulliken charge.
Positions of all 98 atoms, in Å:
Lu 0.85182 0.02150 0.29927  2.478
C -3.09090 0.18910 1.43896  -0.864
C -2.35441 1.44319 1.92284  -1.059
N -1.03516 1.08763 2.43074  0.174
C -1.09441 0.41624 3.73463  -1.113
C -0.31647 -0.90742 3.77578  -0.745
N -0.39042 -1.61903 2.50604  0.178
C -1.65015 -2.35946 2.33253  -1.157
C -2.33392 -2.09626 0.98995  -0.573
N -2.23590 -0.68554 0.63418  0.183
H -3.42497 -0.37031 2.31435  0.431
H -3.99789 0.49280 0.90535  0.539
H -2.22400 2.15594 1.11165  0.111
H -2.97854 1.93255 2.68405  0.430
H -0.45945 1.91703 2.50167  0.420
H -0.70519 1.06068 4.52641  0.613
H -2.14039 0.21986 3.98015  0.331
H 0.72806 -0.70614 3.98148  0.034
H -0.69259 -1.50946 4.61368  0.555
H 0.38445 -2.26683 2.45512  0.054
H -1.48526 -3.43648 2.41519  0.522
H -2.32629 -2.08226 3.14499  0.493
H -1.83794 -2.67326 0.21452  0.093
H -3.37458 -2.44420 1.05869  0.535
H -2.44951 -0.57306 -0.34612  -0.057
S -1.92556 -1.67628 -3.79928  -0.337
C -1.54458 -0.10735 -4.44106  0.783
C -2.15454 0.59129 -5.47763  -0.696
C -1.65859 1.84321 -5.79557  -0.655
C -0.57200 2.38377 -5.09900  -0.766
C 0.03153 1.69171 -4.06655  -0.437
C -0.46474 0.43265 -3.72882  -0.008
N 0.00786 -0.37279 -2.71024  -0.078
C -0.60828 -1.50605 -2.64100  0.241
C -0.23650 -2.57825 -1.71238  0.995
C -0.61142 -3.88691 -2.04366  -0.873
C -0.24755 -4.94539 -1.23580  -1.342
C 0.52421 -4.68675 -0.10976  -0.955
C 0.88337 -3.38257 0.19897  -0.468
C 0.50214 -2.25659 -0.54728  1.126
H -2.98341 0.15879 -6.02237  0.464
H -2.11595 2.40954 -6.59604  0.438
H -0.18938 3.35560 -5.38242  0.481
H 0.86462 2.11413 -3.51624  0.486
H -1.17292 -4.08057 -2.95106  0.436
H -0.54821 -5.95515 -1.48133  0.400
H 0.83671 -5.50670 0.52787  0.491
H 1.48862 -3.23754 1.09546  0.382
C -4.84310 3.60781 -0.78135  -1.271
C -4.11139 4.61246 -1.66825  0.679
C -3.45181 5.71270 -0.84080  -1.442
C -3.11222 3.91096 -2.59959  -1.311
N -2.17562 3.05079 -1.89039  1.395
C -2.21415 1.72701 -1.72080  -1.509
N -1.19873 1.38463 -0.96633  0.726
N -0.54382 2.52274 -0.67889  0.169
N -1.11754 3.52867 -1.22502  -1.208
H -5.63657 4.10686 -0.22626  0.503
H -4.16522 3.15827 -0.05082  0.123
H -5.29969 2.80865 -1.37105  0.341
H -4.84238 5.07543 -2.33709  0.330
H -2.64034 5.31790 -0.22894  0.277
H -4.18513 6.17511 -0.18007  0.413
H -3.03900 6.49132 -1.48365  0.386
H -2.52816 4.64432 -3.15354  0.470
H -3.64233 3.27435 -3.30756  0.355
H -2.94857 1.07499 -2.16400  0.345
O 2.66622 -0.25816 -2.11609  -0.587
H 1.89854 -0.32003 -2.70197  0.283
H 3.12543 0.55632 -2.35088  0.259
F 2.04202 2.99180 0.48860  -0.238
C 2.18290 1.88196 -0.28414  -0.677
F 3.44378 1.36529 0.14948  -0.265
F 2.48641 2.39888 -1.52726  -0.288
O 4.38616 -2.36628 3.38278  -0.902
C 3.74667 -1.32372 3.52141  0.361
C 3.95081 -0.39712 4.70269  -0.752
C 3.16570 0.83515 4.30368  -0.573
C 2.46595 0.39087 3.03903  -0.474
O 1.66336 1.07312 2.40049  -0.428
N 2.81300 -0.86266 2.65698  0.277
H 5.01213 -0.22607 4.87067  0.365
H 3.55191 -0.88292 5.59436  0.294
H 3.80230 1.68798 4.06547  0.410
H 2.43850 1.17117 5.04263  0.276
N 5.06079 -3.81402 1.24991  0.118
C 5.31532 -3.20845 -0.06899  -0.823
C 4.00108 -2.70708 -0.64055  -0.591
N 3.43793 -1.56814 0.09185  0.260
H 5.92482 -4.10881 1.70184  0.446
H 4.45275 -4.62758 1.16566  0.410
H 4.60560 -3.13477 1.93834  0.014
H 5.79165 -3.93847 -0.72349  0.475
H 6.00293 -2.37771 0.08524  0.342
H 3.27541 -3.52759 -0.61469  0.193
H 4.14873 -2.42661 -1.68323  0.434
H 3.99936 -0.73504 -0.04369  0.220
H 3.36613 -1.73484 1.08734  -0.322

Atomic forces in eV per Å
Lu -1.18 -0.85 0.66
C 0.21 0.18 0.02
C -0.11 -0.16 0.02
N 0.16 0.42 -0.22
C 0.11 -0.23 -0.08
C -0.09 0.18 -0.03
N 0.46 -0.17 -0.08
C -0.07 0.06 -0.17
C 0.04 0.08 0.16
N -0.09 -0.20 -0.25
H -0.07 -0.01 -0.03
H -0.02 -0.04 0.00
H -0.02 0.00 0.02
H 0.00 0.02 -0.01
H -0.02 0.01 0.04
H -0.06 0.03 0.01
H -0.01 0.04 0.01
H 0.00 -0.07 0.05
H -0.02 0.00 0.00
H -0.02 -0.02 0.10
H -0.01 0.00 0.08
H 0.03 -0.02 0.03
H -0.05 -0.02 -0.02
H 0.01 -0.04 0.00
H 0.01 -0.09 -0.01
S 0.08 0.03 0.11
C 0.07 -0.05 0.07
C -0.02 0.00 0.01
C -0.06 -0.02 0.02
C 0.03 0.00 0.01
C 0.04 0.05 0.04
C -0.26 -0.03 -0.17
N 0.31 -0.08 0.00
C -0.21 0.08 -0.25
C 0.14 -0.16 0.21
C 0.01 0.08 -0.04
C -0.02 -0.04 0.04
C -0.01 -0.02 -0.01
C -0.03 0.13 0.12
C -0.17 0.19 -0.31
H -0.01 0.05 -0.02
H 0.02 -0.02 -0.02
H -0.02 0.01 0.02
H -0.01 -0.02 0.02
H 0.00 -0.02 0.00
H 0.02 0.00 -0.02
H -0.01 0.00 0.01
H 0.02 0.00 -0.01
C -0.01 0.04 -0.08
C 0.09 -0.09 0.10
C -0.04 -0.02 -0.07
C -0.21 0.27 0.00
N 0.01 -0.19 0.11
C 0.00 0.09 0.00
N 0.49 0.06 0.25
N -0.25 0.26 -0.07
N -0.03 0.06 -0.07
H 0.00 -0.02 0.02
H 0.00 0.00 0.01
H 0.00 -0.02 0.03
H 0.00 -0.01 -0.02
H -0.01 0.01 0.03
H 0.01 0.01 0.00
H 0.03 0.00 0.02
H 0.04 -0.06 -0.04
H 0.07 -0.03 -0.04
H -0.01 0.00 0.00
O 0.33 -0.15 -0.10
H -0.08 0.04 0.11
H -0.13 0.07 0.01
F -0.03 0.02 -0.09
C 0.68 0.49 0.15
F 0.11 0.08 -0.07
F -0.12 -0.04 -0.05
O 0.20 -0.67 -0.46
C -0.22 0.52 0.14
C 0.07 -0.09 0.09
C -0.12 0.29 -0.04
C 0.33 -0.36 -0.05
O -0.31 -0.24 -0.57
N 0.01 0.23 0.57
H 0.01 -0.02 0.00
H 0.03 -0.03 0.01
H -0.03 0.03 -0.01
H -0.03 0.01 -0.03
N 0.02 -0.23 0.53
C 0.08 0.46 -0.59
C -0.43 0.52 0.08
N 0.38 -0.54 -0.17
H -0.03 -0.07 0.06
H -0.01 -0.02 0.01
H 0.12 -0.05 0.29
H -0.04 -0.09 0.10
H 0.05 -0.02 0.01
H -0.01 0.04 -0.17
H -0.08 0.01 0.02
H -0.05 0.05 -0.02
H -0.02 0.08 -0.04